{"formula": "C56H154N14O14", "method": "wB97M-V/def2-TZVPD", "elements": ["C", "C", "C", "O", "C", "N", "H", "H", "H", "H", "H", "H", "H", "H", "H", "H", "H", "C", "C", "C", "O", "C", "N", "H", "H", "H", "H", "H", "H", "H", "H", "H", "H", "H", "C", "C", "C", "O", "C", "N", "H", "H", "H", "H", "H", "H", "H", "H", "H", "H", "H", "C", "C", "C", "O", "C", "N", "H", "H", "H", "H", "H", "H", "H", "H", "H", "H", "H", "C", "C", "C", "O", "C", "N", "H", "H", "H", "H", "H", "H", "H", "H", "H", "H", "H", "C", "C", "C", "O", "C", "N", "H", "H", "H", "H", "H", "H", "H", "H", "H", "H", "H", "C", "C", "C", "O", "C", "N", "H", "H", "H", "H", "H", "H", "H", "H", "H", "H", "H", "C", "C", "C", "O", "C", "N", "H", "H", "H", "H", "H", "H", "H", "H", "H", "H", "H", "C", "C", "C", "O", "C", "N", "H", "H", "H", "H", "H", "H", "H", "H", "H", "H", "H", "C", "C", "C", "O", "C", "N", "H", "H", "H", "H", "H", "H", "H", "H", "H", "H", "H", "C", "C", "C", "O", "C", "N", "H", "H", "H", "H", "H", "H", "H", "H", "H", "H", "H", "C", "C", "C", "O", "C", "N", "H", "H", "H", "H", "H", "H", "H", "H", "H", "H", "H", "C", "C", "C", "O", "C", "N", "H", "H", "H", "H", "H", "H", "H", "H", "H", "H", "H", "C", "C", "C", "O", "C", "N", "H", "H", "H", "H", "H", "H", "H", "H", "H", "H", "H"], "xyz": [[-7.199, 5.863, 1.490], [-6.016, 5.847, 2.549], [-5.342, 4.511, 2.758], [-4.391, 4.596, 3.748], [-3.564, 3.462, 4.002], [-5.051, 6.850, 2.115], [-8.026, 5.198, 1.740], [-6.792, 5.713, 0.490], [-7.733, 6.812, 1.443], [-6.408, 6.060, 3.544], [-4.894, 4.044, 1.880], [-6.041, 3.861, 3.284], [-4.201, 2.684, 4.422], [-2.784, 3.683, 4.730], [-3.058, 3.172, 3.081], [-4.139, 6.642, 2.496], [-4.909, 6.716, 1.124], [-1.878, -1.824, 2.986], [-0.679, -2.498, 3.693], [-0.784, -2.551, 5.275], [-0.740, -1.249, 5.837], [-0.861, -1.362, 7.228], [-0.546, -3.844, 3.174], [-2.750, -2.476, 3.049], [-1.656, -1.667, 1.931], [-2.170, -0.901, 3.488], [0.296, -2.015, 3.619], [0.083, -3.098, 5.645], [-1.727, -3.045, 5.508], [-1.717, -1.882, 7.658], [-1.010, -0.342, 7.581], [0.068, -1.775, 7.620], [-1.480, -4.204, 3.045], [-0.240, -3.678, 2.226], [-5.905, 2.314, -1.736], [-6.541, 1.061, -1.150], [-6.523, 0.914, 0.338], [-5.214, 1.341, 0.849], [-4.855, 0.774, 2.083], [-7.895, 1.019, -1.700], [-4.851, 2.445, -1.491], [-6.476, 3.175, -1.390], [-6.067, 2.239, -2.811], [-5.886, 0.235, -1.428], [-6.830, -0.088, 0.637], [-7.324, 1.470, 0.827], [-3.825, 1.077, 2.271], [-5.056, -0.297, 2.085], [-5.344, 1.298, 2.904], [-7.714, 1.264, -2.663], [-8.300, 0.097, -1.624], [0.617, 3.198, 3.641], [0.593, 1.903, 4.480], [0.511, 2.162, 6.015], [1.750, 2.757, 6.398], [1.555, 3.652, 7.466], [-0.578, 1.140, 4.025], [0.954, 2.943, 2.636], [1.300, 3.931, 4.071], [-0.371, 3.649, 3.557], [1.416, 1.210, 4.305], [0.303, 1.249, 6.573], [-0.384, 2.741, 6.241], [1.412, 3.028, 8.349], [0.709, 4.338, 7.489], [2.450, 4.263, 7.581], [-0.567, 0.236, 4.476], [-0.522, 0.954, 3.034], [5.848, -3.081, 0.754], [4.819, -2.354, 1.571], [5.046, -2.740, 3.073], [3.974, -2.289, 3.854], [2.928, -3.195, 4.201], [4.899, -0.946, 1.399], [5.584, -4.137, 0.814], [6.893, -2.833, 0.938], [5.801, -2.783, -0.293], [3.822, -2.725, 1.334], [5.942, -2.257, 3.463], [5.204, -3.803, 3.253], [2.288, -3.470, 3.363], [2.296, -2.719, 4.951], [3.325, -4.102, 4.658], [4.436, -0.675, 2.255], [5.865, -0.652, 1.371], [-1.258, 6.901, 2.612], [-0.709, 5.928, 1.499], [-1.844, 5.259, 0.558], [-2.787, 6.173, 0.021], [-3.732, 5.647, -0.811], [0.238, 6.599, 0.681], [-0.421, 7.280, 3.198], [-2.091, 6.495, 3.185], [-1.743, 7.787, 2.204], [-0.101, 5.160, 1.976], [-2.333, 4.560, 1.237], [-1.387, 4.681, -0.244], [-4.357, 4.924, -0.286], [-3.347, 5.011, -1.608], [-4.430, 6.427, -1.115], [0.804, 7.173, 1.289], [-0.287, 7.338, 0.236], [3.144, 4.407, 0.951], [3.074, 5.146, -0.397], [4.260, 4.764, -1.394], [5.474, 5.171, -0.806], [6.611, 4.702, -1.527], [1.770, 4.879, -0.932], [2.617, 3.461, 1.076], [2.606, 5.082, 1.617], [4.150, 4.441, 1.368], [3.291, 6.197, -0.208], [4.181, 5.090, -2.431], [4.273, 3.680, -1.509], [6.577, 3.620, -1.398], [7.563, 4.983, -1.076], [6.748, 4.859, -2.596], [1.101, 5.357, -0.345], [1.571, 5.339, -1.809], [-4.245, -2.278, -0.090], [-3.557, -3.692, -0.325], [-4.157, -4.840, 0.474], [-3.726, -4.789, 1.821], [-4.325, -5.773, 2.658], [-3.744, -4.021, -1.742], [-5.227, -2.159, -0.548], [-3.529, -1.520, -0.410], [-4.345, -2.078, 0.976], [-2.503, -3.690, -0.048], [-3.894, -5.816, 0.066], [-5.244, -4.848, 0.391], [-4.118, -6.695, 2.115], [-5.409, -5.670, 2.609], [-3.945, -5.919, 3.670], [-3.221, -3.404, -2.347], [-3.347, -4.948, -1.798], [5.152, -6.694, -4.732], [4.921, -6.687, -3.234], [4.887, -5.317, -2.655], [3.609, -4.722, -3.023], [3.409, -3.406, -2.621], [3.688, -7.441, -3.011], [4.401, -6.150, -5.305], [5.401, -7.663, -5.164], [6.055, -6.113, -4.921], [5.716, -7.209, -2.702], [5.703, -4.693, -3.020], [4.975, -5.376, -1.570], [2.477, -2.973, -2.987], [4.285, -2.884, -3.007], [3.465, -3.197, -1.553], [3.232, -7.244, -3.891], [3.098, -6.970, -2.341], [0.071, 1.871, -3.267], [1.517, 2.126, -3.708], [1.747, 3.399, -4.503], [3.162, 3.659, -4.863], [3.452, 5.016, -5.354], [2.311, 2.189, -2.495], [-0.008, 0.903, -2.770], [-0.528, 1.854, -4.178], [-0.382, 2.555, -2.549], [1.872, 1.342, -4.378], [1.405, 4.280, -3.961], [1.219, 3.271, -5.448], [4.530, 5.083, -5.496], [3.150, 5.813, -4.675], [3.036, 5.246, -6.335], [3.259, 2.445, -2.733], [1.902, 2.945, -1.963], [0.213, -5.570, -0.915], [-0.833, -6.720, -0.873], [-1.391, -7.041, 0.547], [-0.403, -7.627, 1.398], [-0.646, -7.569, 2.833], [-1.880, -6.369, -1.812], [-0.360, -4.651, -1.038], [0.786, -5.698, -1.833], [0.933, -5.565, -0.098], [-0.450, -7.642, -1.310], [-2.313, -7.604, 0.396], [-1.767, -6.104, 0.958], [-1.533, -8.158, 3.068], [-0.687, -6.528, 3.151], [0.091, -7.875, 3.576], [-1.519, -6.149, -2.729], [-2.420, -7.220, -1.876], [7.361, 0.650, -5.456], [6.045, 1.069, -4.877], [6.141, 1.763, -3.463], [6.773, 0.867, -2.518], [5.913, -0.032, -1.833], [5.370, 1.968, -5.810], [7.326, 0.138, -6.418], [7.763, -0.130, -4.809], [8.114, 1.437, -5.477], [5.471, 0.156, -4.726], [5.145, 2.134, -3.220], [6.798, 2.628, -3.563], [5.177, 0.510, -1.239], [6.465, -0.652, -1.126], [5.375, -0.675, -2.529], [4.884, 1.373, -6.465], [4.634, 2.519, -5.391], [-4.608, -1.546, -6.407], [-3.904, -2.491, -5.376], [-3.095, -1.724, -4.300], [-2.172, -2.564, -3.673], [-1.143, -1.917, -2.951], [-4.829, -3.385, -4.759], [-5.163, -2.190, -7.090], [-3.941, -0.950, -7.030], [-5.336, -0.890, -5.932], [-3.280, -3.179, -5.945], [-3.825, -1.342, -3.586], [-2.586, -0.880, -4.765], [-0.741, -1.128, -3.587], [-0.309, -2.571, -2.696], [-1.529, -1.413, -2.064], [-4.322, -3.796, -3.988], [-5.442, -2.830, -4.178], [0.920, -2.113, 0.396], [1.264, -0.687, -0.112], [0.952, 0.446, 0.937], [-0.447, 0.439, 1.347], [-1.307, 1.140, 0.429], [2.610, -0.741, -0.475], [-0.108, -2.424, 0.211], [1.226, -2.211, 1.438], [1.475, -2.869, -0.161], [0.723, -0.451, -1.028], [1.398, 1.372, 0.576], [1.485, 0.169, 1.847], [-2.184, 1.478, 0.982], [-1.619, 0.390, -0.297], [-0.846, 2.052, 0.051], [3.211, -0.911, 0.319], [2.846, 0.217, -0.689]], "atomic_forces_ev_per_a": [[0.5, 0.0, 1.1], [-0.6, 0.3, -1.0], [-1.1, -1.7, 0.4], [2.7, 1.8, 1.6], [-0.8, 0.5, -0.4], [-0.1, 0.2, 0.0], [0.4, -0.6, -0.2], [-0.1, -0.4, 0.0], [0.6, 0.4, 0.3], [-0.1, 0.6, 0.0], [-0.3, -0.1, -0.5], [-1.0, -0.7, -1.1], [0.2, -0.5, -0.2], [-0.2, 0.4, 0.0], [-0.1, -0.4, -0.1], [0.1, 0.0, 0.4], [-0.1, 0.2, -0.2], [0.5, 0.2, 0.9], [-0.6, 0.4, 1.8], [-0.2, 0.2, -2.0], [-0.9, -1.0, -0.4], [0.4, 1.4, 0.6], [0.5, -0.2, 0.0], [0.0, -0.3, 0.0], [0.0, 0.2, 0.1], [0.1, 0.3, -0.3], [-0.1, 0.5, -0.9], [-0.1, -0.5, 0.0], [-0.1, -0.2, 0.4], [-0.2, -0.6, -0.7], [0.4, 0.1, 0.2], [0.0, -0.1, 0.4], [-0.3, -0.3, 0.0], [0.3, -0.5, -0.4], [-0.4, 0.2, 0.5], [0.8, -0.2, 0.0], [0.2, 1.2, 1.5], [-1.4, -0.8, -1.1], [0.0, 0.9, 0.2], [0.7, 0.0, 0.3], [-0.1, -0.1, -0.1], [0.1, 0.2, 0.0], [0.4, 0.2, -0.2], [0.0, -0.4, -0.8], [0.8, -0.6, -0.1], [0.0, 0.9, 0.0], [0.3, -0.7, -0.2], [0.3, 0.0, 0.3], [-0.7, -0.3, 0.2], [-0.9, -0.4, -0.4], [-0.1, -0.1, -0.2], [0.7, -0.6, 0.5], [-1.2, -0.3, 0.2], [0.2, -0.4, -1.5], [-1.4, 0.8, -0.4], [0.8, -0.5, 1.2], [-0.6, 0.3, 0.9], [0.0, 0.1, -0.1], [0.1, 0.0, -0.1], [-0.2, -0.2, 0.2], [1.0, 0.7, 0.0], [0.5, -0.5, -0.1], [0.1, 0.8, -0.1], [0.2, 0.2, 0.6], [-0.3, -0.1, -1.0], [0.1, -0.2, 0.0], [-0.2, -0.1, 0.2], [0.0, 0.1, -0.1], [-0.4, -0.1, -1.3], [1.4, -1.8, 1.2], [-0.3, -0.3, -0.4], [-0.8, 0.6, 0.7], [0.4, 0.1, -0.1], [-0.8, 0.3, 0.2], [0.7, -0.2, -0.1], [0.0, -0.3, 0.9], [-0.6, -0.1, -0.3], [-0.2, 0.0, -0.3], [0.1, 0.3, -0.2], [-0.1, -0.4, -0.4], [0.1, 0.0, -0.2], [0.1, 0.2, -0.1], [0.2, -0.2, -0.1], [0.2, 1.4, 0.2], [0.0, 0.2, 0.3], [-0.6, -0.5, -1.1], [-2.1, 0.0, 0.2], [0.7, 0.3, 1.6], [2.0, 1.2, 1.1], [-1.4, -1.5, 0.0], [0.2, 1.9, -0.8], [-0.1, -0.4, 0.4], [0.5, -0.5, 0.5], [0.2, 0.1, -0.7], [-0.7, -0.6, 0.1], [-0.5, -0.3, 0.0], [0.3, 0.0, -0.1], [-0.3, -0.2, 0.5], [0.4, 0.5, -0.6], [0.4, 0.1, -0.5], [0.7, -0.1, 0.3], [-0.2, 0.2, -0.8], [0.2, 1.5, 0.5], [1.9, -0.8, -0.9], [-0.8, -1.0, 1.1], [0.6, 1.1, -0.8], [0.2, -1.6, 0.9], [-0.5, -0.4, -1.0], [0.4, -0.2, -0.7], [-0.3, 0.0, 0.3], [0.1, -0.5, -0.2], [-0.3, 0.4, 0.2], [-0.4, 0.8, -0.1], [0.0, -0.5, 0.3], [0.2, -0.4, -0.3], [-0.4, 0.6, 0.4], [-0.9, 0.7, -0.2], [-0.2, 0.0, 0.6], [0.5, 0.2, -0.5], [1.4, -1.1, 1.0], [-1.5, 1.0, -0.5], [-0.5, -0.2, 0.4], [0.4, 1.0, 1.2], [-0.3, -0.8, -2.1], [-0.6, -0.3, 0.9], [0.2, -0.3, -0.3], [-0.2, 0.2, -0.4], [-0.1, -0.2, 0.2], [0.3, 0.5, 0.2], [0.5, -0.1, -0.3], [-0.4, 0.4, 0.2], [-0.1, -0.7, 0.3], [-0.2, 0.2, 0.5], [0.2, 0.9, -0.2], [0.3, 0.0, 0.2], [0.3, -0.1, -0.7], [1.7, 0.8, -0.3], [-0.1, -1.0, -0.2], [-1.5, 1.4, 0.0], [0.1, -1.4, 0.2], [1.5, 0.8, 0.1], [-0.2, 0.0, -0.4], [-0.4, -0.3, 0.2], [-0.6, -0.2, 0.2], [0.3, 0.1, -0.1], [0.4, -0.1, -0.2], [0.2, 0.1, -0.1], [-0.1, 0.1, 0.3], [0.1, -0.3, -0.3], [-0.2, 0.9, -0.3], [-0.3, -0.5, 0.4], [-0.9, -0.5, 0.0], [0.0, 0.0, 0.4], [0.0, -0.2, -1.1], [0.9, 0.6, 0.8], [0.4, 0.9, -1.3], [-0.9, 0.8, 0.3], [0.0, -1.0, 0.2], [0.1, -0.9, 0.1], [0.2, -0.1, -0.2], [-0.5, -0.1, 0.1], [0.4, 0.6, -0.2], [-0.1, -0.5, 0.3], [-0.3, 0.1, 0.1], [-0.3, 0.5, -0.2], [0.0, -0.3, 0.3], [-0.2, -0.2, 0.3], [-0.5, -0.4, 0.0], [0.1, 0.1, 0.1], [0.3, 0.4, 0.6], [-0.4, -1.1, -0.4], [1.6, -0.1, 0.4], [0.2, 1.1, -0.2], [0.4, -0.4, 0.3], [-0.9, 0.9, -0.6], [-1.3, -0.1, 0.8], [0.2, 0.3, 0.4], [0.2, 0.1, -0.1], [-0.3, 0.1, 0.2], [1.0, -0.2, 0.7], [0.0, -0.9, 0.3], [0.2, 0.4, 0.3], [-0.3, 0.3, 0.1], [-0.9, 0.3, -0.3], [1.0, -0.9, -1.2], [0.2, -0.1, 0.0], [-0.5, 0.0, -0.6], [1.1, -0.9, 0.7], [-0.5, 0.7, 0.7], [1.1, -1.5, -1.4], [-0.4, 0.7, -0.1], [-0.4, 0.5, -0.3], [-0.1, -0.1, -0.2], [-0.5, 0.4, -0.3], [0.2, 0.0, 0.3], [-0.2, 0.2, -0.2], [-0.3, -0.2, 0.1], [-0.1, -0.3, 0.6], [0.1, 0.0, 0.1], [-0.2, 0.1, 0.0], [0.4, 0.1, -0.3], [-0.1, -0.2, 0.0], [0.0, 0.1, -0.5], [-0.1, 0.0, 0.4], [0.1, -0.8, 0.5], [0.6, 0.9, -0.8], [-0.3, 0.4, -1.3], [0.6, -1.0, 0.1], [-0.2, 0.9, -0.6], [-0.9, -0.3, 0.9], [-0.1, 0.0, 0.0], [0.3, 0.0, 0.3], [0.0, 0.1, 0.1], [0.7, 0.4, -0.1], [-0.1, 0.3, 0.3], [0.2, 0.2, 0.0], [0.2, 0.2, -0.1], [-0.4, -0.4, 0.0], [-0.1, -0.1, 0.4], [0.2, -0.9, 0.0], [-0.9, 0.4, -0.1], [-0.3, 0.3, -0.5], [-2.0, -0.7, 1.0], [-0.5, -2.2, 0.0], [1.2, 1.2, -1.3], [0.1, -0.6, 0.9], [1.9, 1.1, -0.5], [-0.3, 0.3, 0.6], [-0.3, 0.0, 0.2], [0.4, 0.2, -0.2], [-0.5, -0.1, -0.1], [-0.7, 0.5, -0.1], [0.2, 0.0, 0.2], [-0.1, -0.2, 0.1], [-0.1, 0.5, -0.6], [0.3, -0.2, -0.5], [0.2, -0.3, 0.2], [0.5, 0.3, -0.8]], "orbital_gap_ev": 8.898, "e_homo_ev": -8.5, "de_lowest_kcal_mol": 139.82, "lumo_ev": 0.3827, "mol_weight_g_mol": 1247.9}